Density functional theory data (ωB97M-V/def2-TZVPD) for a structure of composition C4H7N2.

Output
Orbital gap, eV: 8.967
2S+1: 1
Net charge: +1
Energy relative to the best compared isomer or geometry (same formula, charge and spin), kcal/mol: 126.22
Total energy, eV: -7230.265

Geometry as XYZ:
```
13
Properties=species:S:1:pos:R:3:lowdin_charge:R:1
C -1.192 -0.424 0.070 -0.155
C -0.222 0.735 0.051 -0.044
C -2.591 -0.222 -0.003 0.203
C 2.172 -0.385 -0.025 0.032
N 0.757 -0.355 0.121 -0.177
N 0.020 -1.372 0.037 0.298
H -0.117 1.257 -0.858 0.126
H -0.248 1.592 0.796 0.174
H -2.757 0.786 -0.162 0.056
H -3.388 -0.934 0.154 0.088
H 2.561 0.109 0.971 0.161
H 2.637 -1.256 -0.307 0.072
H 2.368 0.469 -0.846 0.167
```